No. 1
The following is a quantum chemistry calculation of C3H9NO2Pt as an isolated structure, from the Open Molecules 2025 dataset.

XYZ file:
```
16
Properties=species:S:1:pos:R:3:forces:R:3:lowdin_spin:R:1
Pt -0.36759 0.13379 -0.16862 -1.33 1.36 -3.67 1.334
C 0.16288 -0.10703 -3.94763 -0.37 0.37 0.29 0.034
H 1.23788 0.06823 -3.95774 -0.01 -0.26 0.04 0.000
H -0.10521 -1.12828 -4.22483 0.23 0.08 0.09 0.000
H -0.28389 0.57557 -4.67585 -0.05 -0.06 0.18 0.001
H -0.23946 0.12096 -2.93596 0.22 -0.12 -0.64 0.056
H -1.85892 -0.24802 -0.76963 0.91 0.23 0.25 0.144
N -0.26442 -0.76244 1.58027 -0.46 -3.65 2.82 0.152
C 0.29690 -0.11874 2.76349 0.70 -0.82 -0.04 0.016
C 0.51900 1.28266 2.35176 -1.00 2.74 -0.53 0.014
O 0.50105 2.20022 3.15316 0.65 -0.93 -0.83 0.034
O 0.50624 1.46991 1.00276 0.98 1.01 1.92 0.200
H -1.21906 -0.98966 1.82524 -0.07 -0.62 -0.30 0.004
H 0.27778 -1.60772 1.39496 -0.67 -0.14 0.20 0.006
H -0.37417 -0.22068 3.61552 0.10 0.32 -0.04 0.003
H 1.21101 -0.66877 2.99310 0.18 0.50 0.26 0.001
```
Forces are in eV/Å.

Results
Energy relative to the best compared isomer or geometry (same formula, charge and spin) ... 0.000 eV
HOMO energy (spin up / spin down) ... -7.944 / -9.833 eV
2S+1 ... 3
Expectation value of S² ... 2.00
HOMO-LUMO gap (spin up / spin down) ... 8.0 / 8.2 eV


No. 2
The following is a quantum chemistry calculation of C38H43F13N6OPbS2 as an isolated structure, from the Open Molecules 2025 dataset.

XYZ file:
```
104
Properties=species:S:1:pos:R:3:forces:R:3:lowdin_charge:R:1
Pb 0.63358 -0.43403 -0.33603 -0.26 0.13 -0.45 1.292
C 1.81959 -3.44843 -1.77366 -0.02 -0.06 -0.01 -0.102
N 1.06690 -2.27621 -2.22240 0.19 0.05 0.12 -0.280
C -0.21876 -2.67364 -2.79309 0.01 -0.07 -0.13 -0.204
C -1.23900 -3.07124 -1.72353 -0.14 0.07 0.03 -0.261
N -1.95281 -1.92657 -1.18308 -0.05 -0.08 0.17 -0.022
C -2.93202 -1.41328 -1.92436 0.05 0.05 -0.02 -0.227
C -3.66783 -0.29252 -1.41887 0.01 0.01 0.16 -0.165
F -3.28045 0.24160 -0.24327 -0.04 -0.16 0.00 0.058
C -4.76799 0.25961 -2.02307 0.02 0.10 0.08 -0.167
F -5.41883 1.28212 -1.42939 0.03 -0.07 -0.04 0.083
C -5.23484 -0.21714 -3.24049 -0.02 0.00 -0.07 -0.178
F -6.34443 0.30270 -3.82391 0.03 -0.02 0.02 0.056
C -4.52478 -1.24242 -3.82380 -0.01 0.02 -0.04 -0.173
F -4.92082 -1.71563 -5.02706 0.03 0.02 0.04 0.073
C -3.41345 -1.79696 -3.21456 0.01 0.01 0.01 -0.136
F -2.76357 -2.73961 -3.96006 -0.12 -0.07 -0.02 0.033
C 1.91398 -1.54795 -3.17210 0.00 0.12 0.06 -0.217
C 1.27929 -0.34173 -3.84415 0.07 0.03 -0.01 -0.257
N 0.57927 0.50671 -2.90162 0.16 -0.10 0.03 -0.044
C 0.15058 1.68833 -3.33183 -0.16 0.17 -0.14 -0.234
C 0.44280 2.37950 -4.54754 0.04 -0.04 0.02 -0.149
F 1.19330 1.79486 -5.52420 0.02 0.12 -0.01 0.038
C 0.01235 3.66350 -4.82912 -0.06 0.06 -0.09 -0.174
F 0.39344 4.24454 -5.98817 0.00 -0.04 0.05 0.078
C -0.79626 4.36892 -3.96310 0.03 -0.02 -0.03 -0.172
F -1.19676 5.63254 -4.23592 0.03 -0.03 0.01 0.067
C -1.19046 3.71905 -2.80369 -0.03 0.02 0.08 -0.163
F -2.02054 4.34481 -1.95045 0.04 -0.03 -0.04 0.098
C -0.75937 2.44470 -2.52762 0.03 -0.09 0.21 -0.162
F -1.25711 1.85733 -1.41901 0.20 0.08 0.02 0.043
H 2.09085 -4.07242 -2.64164 -0.01 0.01 -0.01 0.088
H 2.72543 -3.13656 -1.26024 -0.02 0.00 -0.01 0.072
H 1.23412 -4.05351 -1.08854 -0.03 0.02 0.05 0.062
H -0.63592 -1.82625 -3.33304 0.09 -0.02 -0.02 0.098
H -0.05613 -3.49135 -3.51721 -0.02 0.00 0.00 0.124
H -1.90379 -3.83152 -2.15433 -0.02 0.00 0.07 0.103
H -0.71824 -3.55316 -0.89216 0.01 0.01 0.04 0.080
H 2.79290 -1.23049 -2.60793 0.04 0.00 -0.10 0.095
H 2.25945 -2.22504 -3.97316 -0.01 -0.06 0.04 0.120
H 2.10983 0.16170 -4.35502 -0.03 -0.05 0.03 0.109
H 0.60076 -0.68724 -4.63826 0.01 0.02 -0.03 0.112
C -2.41164 -5.76945 4.17129 -0.03 0.02 -0.05 -0.117
C -2.98340 -5.54750 2.77026 0.02 0.00 0.00 -0.263
C -2.38731 -4.33263 2.06257 0.00 0.05 0.06 -0.196
C -2.80860 -3.01944 2.70613 -0.08 0.22 0.01 -0.186
N -2.08403 -1.84618 2.24141 -0.06 -0.25 -0.24 0.023
C -1.25611 -1.08680 2.96989 0.36 0.16 -0.22 -0.819
S -0.70668 0.41766 2.41161 -0.29 -0.18 0.37 0.576
N -0.87643 -1.60923 4.16944 -0.07 0.06 0.05 0.001
C 0.05739 -0.93142 5.04973 0.09 0.04 -0.01 -0.239
C 1.50687 -1.32934 4.79409 0.07 0.02 0.03 -0.194
C 1.87063 -2.74116 5.25153 -0.06 0.06 0.08 -0.284
C 1.85700 -2.91485 6.76901 -0.02 0.02 -0.06 -0.123
H -2.71257 -6.73922 4.57405 0.00 0.02 0.00 0.061
H -2.75296 -5.00613 4.87439 0.03 -0.01 0.00 0.060
H -1.32011 -5.73856 4.14098 0.02 -0.02 0.01 0.069
H -4.07393 -5.44914 2.82638 0.01 -0.03 -0.03 0.102
H -2.77887 -6.43005 2.15947 -0.03 -0.01 0.01 0.102
H -2.69438 -4.31831 1.01862 0.03 0.01 -0.17 0.109
H -1.30238 -4.40767 2.07311 0.26 -0.02 -0.02 0.085
H -2.70845 -3.07588 3.78881 -0.08 0.04 0.00 0.096
H -3.87088 -2.84629 2.49851 -0.01 -0.04 0.05 0.126
H -2.16115 -1.62371 1.25098 -0.07 0.19 -0.10 0.089
H -0.84254 -2.61691 4.19583 -0.01 -0.02 0.06 0.117
H -0.24094 -1.13707 6.08211 0.03 -0.02 0.02 0.103
H -0.06070 0.13506 4.86854 -0.04 -0.03 0.03 0.065
H 2.15438 -0.60787 5.30611 0.02 -0.01 0.00 0.111
H 1.69872 -1.22375 3.72326 0.00 0.02 0.02 0.096
H 2.86451 -2.98430 4.87058 -0.05 -0.04 -0.04 0.098
H 1.19902 -3.46972 4.78639 0.09 0.00 -0.01 0.058
H 2.51737 -2.18704 7.24865 0.00 0.00 0.02 0.066
H 2.19368 -3.91370 7.05304 0.00 -0.01 0.01 0.062
H 0.85660 -2.77718 7.18495 -0.01 0.01 0.03 0.055
C 2.10131 8.55180 -0.69027 -0.01 -0.02 0.01 -0.060
C 1.98737 7.05197 -0.62765 0.01 -0.01 0.01 -0.268
C 1.21639 6.43713 0.34871 -0.01 0.03 -0.01 -0.014
C 1.12911 5.05313 0.45538 0.00 0.01 0.05 -0.181
C 0.24925 4.45081 1.51723 0.02 -0.01 -0.02 -0.031
C 1.84418 4.27263 -0.46394 0.00 -0.05 0.02 -0.090
C 1.79698 2.79473 -0.41501 -0.21 -0.07 -0.23 -0.209
O 1.49382 2.14569 0.56160 -0.06 0.14 0.08 -0.059
C 2.59345 4.87202 -1.48744 0.02 -0.03 -0.08 -0.194
C 3.30576 4.04537 -2.53130 -0.02 0.02 0.04 -0.023
C 2.66590 6.25586 -1.54288 -0.01 0.01 -0.01 -0.017
H 1.28146 9.03126 -0.15539 -0.01 0.00 -0.01 0.070
H 2.09350 8.90469 -1.72231 -0.01 0.00 0.00 0.074
H 3.03703 8.88592 -0.23474 0.00 0.01 0.00 0.077
H 0.65418 7.05066 1.04532 0.00 0.00 0.00 0.110
H -0.34907 5.23014 1.99004 0.00 0.01 0.00 0.074
H 0.83574 3.93618 2.27773 0.00 0.01 0.00 0.088
H -0.41910 3.69803 1.09841 -0.01 0.00 0.00 0.084
H 2.02597 2.27351 -1.35663 0.05 0.00 0.02 0.097
H 3.96750 3.30205 -2.08558 0.00 0.00 0.00 0.084
H 3.89667 4.69087 -3.18078 0.00 0.00 0.00 0.075
H 2.58817 3.50492 -3.15477 0.01 0.02 0.00 0.078
H 3.25079 6.72444 -2.32805 0.00 -0.01 0.00 0.112
S 1.86633 -4.84318 2.25685 -0.09 -0.15 -0.03 0.423
C 1.43437 -3.40924 1.58094 -0.01 0.10 0.03 -0.970
N 1.12716 -2.39095 1.10080 0.02 -0.39 0.25 -0.036
F 3.91881 -1.43582 -0.44999 0.13 -0.07 -0.02 -0.037
C 3.17952 -0.30201 -0.16050 -0.09 -0.07 -0.06 -0.601
F 3.78709 0.66155 -0.97224 0.07 0.08 -0.08 -0.047
F 3.61399 0.03598 1.09540 -0.03 0.04 0.09 -0.014
```
Forces are in eV/Å.

Results
Energy relative to the best compared isomer or geometry (same formula, charge and spin) ... 0.000 eV
HOMO energy ... -1.746 eV
Charge ... -2
HOMO-LUMO gap ... 5.6 eV


No. 3
The following is a quantum chemistry calculation of C33H26BrMoN6O as an isolated structure, from the Open Molecules 2025 dataset.

XYZ file:
```
68
Properties=species:S:1:pos:R:3:forces:R:3:nbo_charge:R:1
Mo 1.34764 0.30110 -0.91190 -1.17 -3.22 0.37 1.258
C 4.78612 -2.04422 0.29798 0.46 0.32 -0.32 -0.218
C 5.87004 -1.33361 -0.23451 -0.49 -0.30 0.21 -0.148
C 5.61317 -0.18746 -0.94991 -0.53 0.33 -0.15 -0.191
C 4.29130 0.24938 -1.11831 0.28 -1.40 0.96 0.126
N 3.23372 -0.43226 -0.57003 2.37 -0.09 0.05 -0.426
C 3.51336 -1.56308 0.10936 -0.32 -0.04 0.06 0.064
C 3.90070 1.37243 -1.92308 -0.74 1.15 -0.63 0.203
C 4.77060 2.24131 -2.59511 -0.18 -0.53 0.48 -0.214
C 4.26134 3.25253 -3.37504 -0.96 0.00 -0.07 -0.104
C 2.86720 3.37033 -3.50137 0.84 0.15 -0.11 -0.236
C 2.06075 2.50418 -2.81346 -0.45 -0.22 0.11 0.100
N 2.54094 1.53038 -2.01062 1.51 1.08 -1.80 -0.481
H 4.93660 -2.95883 0.84571 -0.01 -0.11 0.08 0.245
H 6.87841 -1.68971 -0.09886 0.11 0.00 0.01 0.241
H 6.41564 0.36985 -1.40355 0.12 0.05 0.00 0.231
H 2.65328 -2.09334 0.50608 0.06 0.10 -0.03 0.226
H 5.83588 2.11327 -2.49801 0.09 -0.01 0.04 0.235
H 4.91362 3.93987 -3.88805 0.11 0.05 -0.06 0.243
H 2.43010 4.13699 -4.12044 -0.06 0.05 -0.03 0.248
H 0.97789 2.56994 -2.86839 0.13 -0.03 0.10 0.247
Br -7.57489 -1.35604 0.87747 0.17 0.18 0.12 0.077
C -6.36730 -0.21181 1.79735 -0.05 -0.10 -0.09 -0.077
C -6.82024 0.98817 2.32706 -0.14 -0.30 -0.28 -0.227
C -5.94963 1.79518 3.02522 0.70 0.05 0.06 -0.214
C -4.60473 1.43483 3.15768 -0.88 -1.00 -1.29 0.119
C -4.16033 0.22698 2.60144 -0.09 0.27 0.31 -0.236
C -5.03965 -0.59921 1.93796 -0.27 0.00 -0.09 -0.223
N -3.78678 2.21238 3.95557 -0.13 0.51 1.44 -0.116
N -2.61065 2.47677 3.72565 0.58 0.79 1.27 -0.134
C -2.00442 2.30839 2.50371 -0.03 -0.20 -1.91 0.028
C -2.66527 2.61439 1.31092 0.41 0.03 0.99 -0.168
C -2.07377 2.42243 0.07566 0.88 -0.36 -0.32 -0.242
C -0.80191 1.85756 0.00261 -0.69 0.09 0.41 0.333
O -0.22122 1.46812 -1.10173 -0.93 1.60 -0.85 -0.698
C -0.07302 1.64255 1.20392 -0.17 0.27 -0.09 0.085
N 1.20153 1.15998 1.02462 -0.27 0.01 1.62 -0.505
C 1.93535 0.97588 2.13191 -0.04 -0.05 -0.75 0.107
C 1.45211 1.20821 3.41298 -0.39 0.24 0.31 -0.280
C 0.15719 1.65855 3.60150 0.44 -0.09 -0.39 -0.072
C -0.63924 1.90125 2.47091 -0.44 -0.12 -0.25 -0.015
H -7.84779 1.28591 2.18863 -0.09 -0.01 0.03 0.238
H -6.27711 2.73384 3.43856 -0.11 0.12 0.18 0.233
H -3.12922 -0.07277 2.72119 0.07 -0.03 0.02 0.216
H -4.69887 -1.53337 1.52035 -0.01 -0.11 -0.02 0.230
H -3.66469 3.01846 1.36061 -0.09 -0.04 0.02 0.236
H -2.60264 2.64696 -0.83674 -0.05 0.00 -0.11 0.239
H 2.95747 0.64028 1.99124 -0.11 -0.09 -0.07 0.211
H 2.10198 1.03272 4.25450 0.07 0.00 0.08 0.242
H -0.24422 1.85253 4.58223 -0.04 -0.02 0.18 0.254
C 0.67090 -2.74506 -3.91704 0.01 0.06 -0.03 -0.633
C -0.10509 -3.13800 -2.70180 0.18 0.43 0.33 0.005
C -0.88834 -4.27771 -2.68082 -0.11 -0.03 0.15 -0.210
C -1.63526 -4.61687 -1.56288 0.02 0.07 0.01 -0.183
C -1.61303 -3.80813 -0.43900 -0.02 -0.14 -0.08 -0.213
C -0.84018 -2.66384 -0.41220 0.30 0.28 -0.27 -0.027
C -0.86310 -1.74871 0.77456 0.08 0.05 -0.11 -0.621
C -0.05965 -2.31557 -1.54870 -1.74 -2.10 0.28 0.135
N 0.68666 -1.21199 -1.49049 1.76 2.56 0.01 -0.505
H 0.52962 -3.46698 -4.71698 0.02 -0.03 -0.04 0.223
H 1.73602 -2.67018 -3.69503 0.05 0.03 -0.04 0.218
H 0.33658 -1.76774 -4.26794 0.07 0.04 -0.07 0.224
H -0.92993 -4.90943 -3.55474 0.04 -0.05 -0.14 0.217
H -2.24855 -5.50313 -1.56876 -0.06 -0.14 -0.03 0.221
H -2.21288 -4.06912 0.42199 -0.02 -0.01 0.07 0.213
H -1.31406 -2.24208 1.63494 0.03 0.05 0.03 0.228
H -1.45397 -0.85406 0.53837 0.12 -0.01 0.12 0.224
H 0.15791 -1.42955 1.04505 -0.22 -0.03 0.03 0.197
```
Forces are in eV/Å.

Results
Energy relative to the best compared isomer or geometry (same formula, charge and spin) ... 1.280 eV
HOMO energy (spin up / spin down) ... -9.746 / -9.741 eV
Charge ... +1
HOMO-LUMO gap (spin up / spin down) ... 5.5 / 5.5 eV